C22H21ClCrN3O10 | ωB97M-V/def2-TZVPD

Properties
E_LUMO (spin up / spin down) = 1.7162 / 1.6916 eV
Expectation value of S² = 6.016

```
! RIJCOSX wB97M-V def2-TZVPD def2/J DEFGRID3
* xyz -1 5
Cr 0.0192 -0.2274 -0.3137
O 1.0202 2.4377 2.3777
C 0.1912 1.5403 1.6318
O 0.8840 0.4213 1.3417
C -1.0275 1.1509 2.5460
O -1.1429 -0.2545 2.5675
C -2.4040 -0.7696 2.2234
C -2.8688 -0.3966 0.7824
O -4.0697 -0.3742 0.5595
O -1.9474 -0.1226 -0.0392
H 1.8617 1.9705 2.4452
H -0.7894 1.5025 3.5597
H -1.9586 1.6213 2.2268
H -2.3036 -1.8570 2.2724
H -3.1873 -0.4453 2.9264
N 2.1456 -0.1881 -0.9452
C 2.9089 0.9093 -0.4688
C 4.2547 0.7624 -0.1559
C 5.0079 1.8597 0.2197
C 4.4250 3.1136 0.2764
C 3.0743 3.2556 0.0070
C 2.2945 2.1589 -0.3380
C 0.8572 2.3776 -0.6524
C 0.5870 2.9219 -1.9070
C -0.6940 3.2935 -2.2612
C -1.7082 3.1870 -1.3287
C -1.4506 2.6729 -0.0666
C -0.1816 2.2262 0.2932
H 2.6319 -1.0713 -0.7958
H 1.9774 -0.1095 -1.9491
H 4.7120 -0.2149 -0.2231
H 6.0547 1.7363 0.4451
H 5.0179 3.9803 0.5293
H 2.6071 4.2273 0.0675
H 1.4025 3.0428 -2.6062
H -0.8855 3.6793 -3.2506
H -2.7137 3.4860 -1.5882
H -2.2762 2.6082 0.6245
O 0.6959 -1.7566 -2.5407
Cl -0.2857 -0.9956 -3.2560
O -1.4281 -1.7662 -3.5199
O 0.3076 -0.5214 -4.4592
O -0.6078 0.1456 -2.4479
N 1.0718 -7.1538 0.4667
C 0.0113 -6.4878 -0.1421
O -0.8804 -7.1436 -0.6778
C 0.0077 -5.0451 -0.0425
C 0.9269 -4.2732 0.7103
C 0.7648 -2.9190 0.7970
N -0.2310 -2.2445 0.1897
C -1.1120 -2.9662 -0.5399
C -1.0229 -4.3183 -0.6847
H 1.1159 -8.1365 0.2433
H 1.9552 -6.6809 0.5497
H 1.7234 -4.7407 1.2696
H 1.4050 -2.3031 1.4157
H -1.9216 -2.4085 -0.9894
H -1.7570 -4.8591 -1.2567
*
```


C2H2N2O3 | ωB97M-V/def2-TZVPD

Properties
Energy relative to the best compared isomer or geometry (same formula, charge and spin) = 842.1 kJ/mol
E_LUMO (spin up / spin down) = -4.6193 / -4.6331 eV

```
! RIJCOSX wB97M-V def2-TZVPD def2/J DEFGRID3
* xyz 0 1
C 0.5382 -1.4758 -0.2341
C 0.2167 -0.2180 -0.6794
N 0.8130 -2.5462 0.1014
N 0.8338 0.9756 -0.1419
O 1.5872 0.8358 0.7902
O 0.5468 2.0051 -0.6957
O -1.7008 0.5908 1.1085
H -0.4848 -0.0601 -1.4873
H -2.3501 -0.1071 1.2383
*
```


C10H30KO5 | ωB97M-V/def2-TZVPD

Properties
Energy relative to the best compared isomer or geometry (same formula, charge and spin) = 1672.5 kJ/mol
E_LUMO = -3.0414 eV

```
! RIJCOSX wB97M-V def2-TZVPD def2/J DEFGRID3
* xyz 1 1
K -30.3813 -26.2375 19.6568
C -26.5178 -25.2073 19.7208
C -27.4431 -26.2321 20.3233
O -28.7492 -25.7749 20.2346
H -26.7342 -25.1509 18.6539
H -25.4627 -25.4187 19.8944
H -26.5178 -24.2297 20.2028
H -27.2763 -26.4447 21.3793
H -27.3656 -27.2174 19.8636
H -28.9341 -25.1438 20.9340
C -30.5657 -22.1612 21.0686
C -29.9650 -23.1271 19.9976
O -30.5352 -24.3937 20.3370
H -31.6427 -22.3266 21.0971
H -30.2485 -21.1274 20.9319
H -30.2328 -22.4561 22.0637
H -28.8784 -23.0414 20.0042
H -30.2968 -22.8375 19.0006
H -29.9835 -24.6779 21.0694
C -34.2770 -26.6129 18.8116
C -33.3999 -27.3457 19.8246
O -32.1787 -26.7538 19.7245
H -34.4279 -25.5955 19.1725
H -35.2512 -27.0972 18.7462
H -33.8307 -26.5106 17.8223
H -33.2240 -28.4054 19.6399
H -33.7492 -27.1624 20.8407
H -31.8760 -26.8482 18.8183
C -32.0902 -27.9841 22.2134
C -31.1339 -26.7868 22.5543
O -30.1577 -26.4276 21.5381
H -32.6926 -27.8009 21.3236
H -32.8205 -28.0418 23.0205
H -31.6333 -28.9735 22.2316
H -30.6281 -26.9935 23.4974
H -31.7529 -25.8946 22.6494
H -29.5874 -25.7476 21.9041
C -28.1970 -27.0237 17.5610
C -29.2560 -28.0975 17.4829
O -30.2536 -27.9340 18.5090
H -28.6101 -26.0151 17.5716
H -27.3951 -27.0413 16.8229
H -27.6892 -27.1806 18.5126
H -28.7794 -29.0648 17.6423
H -29.6924 -28.2021 16.4896
H -31.0420 -27.5946 18.0791
*
```


C3H7OP | ωB97M-V/def2-TZVPD

Properties
Energy relative to the best compared isomer or geometry (same formula, charge and spin) = 51.8 kJ/mol
E_LUMO = -0.2553 eV
Structure (SMILES) = CCCP=O

```
! RIJCOSX wB97M-V def2-TZVPD def2/J DEFGRID3
* xyz 0 1
C -0.1505 -1.2281 -0.0716
C 0.2655 0.3044 -0.2408
C -0.7449 1.3582 -0.3314
O 1.6043 -1.7786 2.0254
P 1.5017 -1.7989 0.5655
H -1.0291 -1.2822 0.6274
H -0.3345 -1.7928 -0.9719
H 0.8887 0.6716 0.5921
H 0.9409 0.3361 -1.0602
H -1.4035 1.6871 0.5538
H -0.2163 2.3943 -0.4695
H -1.3221 1.1288 -1.2189
*
```


C2H6N3S2 | ωB97M-V/def2-TZVPD

Properties
Energy relative to the best compared isomer or geometry (same formula, charge and spin) = 288.6 kJ/mol
E_LUMO = -5.1863 eV

```
! RIJCOSX wB97M-V def2-TZVPD def2/J DEFGRID3
* xyz 1 1
C -0.7825 -1.5465 0.6807
C 0.1510 1.0741 -0.5101
N -1.1488 -0.2578 1.0755
N -0.6633 0.7526 0.5786
N 1.2828 1.7708 -0.1900
S 0.7297 -1.7828 -0.3225
S -0.5193 1.3286 -2.0058
H -0.8637 -2.0651 1.6625
H -1.6413 -1.9300 0.1393
H 1.7944 1.4560 0.5831
H 1.6059 2.4676 -0.8260
H 1.6089 -1.8404 0.7106
H -1.5538 0.5727 -1.5759
*
```


| no. | maximum force (eV/Å) |
| --- | --- |
| 1 | 3.02 |
| 2 | 3.12 |
| 3 | 13.32 |
| 4 | 3.82 |
| 5 | 4.00 |